(1)
Below is 5 unconnected molecules or ions with the total composition C38H50ClF8N5O4S, with properties calculated with wB97M-V/def2-TZVPD.

Cartesian coordinates (Å):
C -4.8825 0.1365 -0.2831
O -3.6166 -0.0861 0.2993
C -2.6832 -0.6148 -0.6111
C -1.3716 -0.8965 0.1023
O -1.5640 -1.8181 1.1597
C -1.1860 -3.1580 0.9131
C -2.0765 -3.8782 -0.0860
C -3.5194 -3.9847 0.3740
N -4.3255 -4.8652 -0.4955
C -0.7894 0.3946 0.7233
C -0.4061 1.4564 -0.3194
C -1.5255 2.4633 -0.5886
O -1.4406 2.8495 -1.9585
C -2.4283 3.7476 -2.3736
C -3.2349 3.1662 -3.5399
F -2.6430 3.4768 -4.7239
F -3.3030 1.8040 -3.4847
C -4.6979 3.6659 -3.6111
F -5.2170 3.6146 -2.3590
F -4.6914 4.9574 -4.0089
C -5.6634 2.8596 -4.5383
F -6.7163 3.6622 -4.8090
F -6.1062 1.7856 -3.8518
C -5.0892 2.3730 -5.8799
F -6.0811 1.7215 -6.5320
F -4.7367 3.4558 -6.6047
O 0.2158 0.1200 1.7015
C 1.5457 -0.0965 1.4143
Cl 2.4806 1.4936 1.4793
C 1.8890 -0.8378 0.1431
C 3.3506 -1.2712 0.0892
C 3.7612 -1.8541 -1.2651
S 2.6026 -3.0351 -2.0201
H -5.4183 0.8484 0.3422
H -4.7935 0.5559 -1.2902
H -5.4523 -0.7960 -0.3451
H -2.5141 0.0836 -1.4415
H -3.0631 -1.5430 -1.0541
H -0.6914 -1.3217 -0.6423
H -0.1403 -3.2377 0.5967
H -1.2624 -3.6657 1.8694
H -1.6743 -4.8847 -0.2427
H -2.0439 -3.3867 -1.0654
H -3.5413 -4.3803 1.3925
H -3.9712 -2.9910 0.4099
H -3.7682 -5.2067 -1.2686
H -5.0965 -4.3597 -0.9092
H -1.5963 0.8057 1.3327
H 0.4598 2.0075 0.0314
H -0.1401 0.9962 -1.2742
H -2.5155 2.0650 -0.3541
H -1.3803 3.3480 0.0429
H -1.9592 4.6553 -2.7603
H -3.0997 4.0264 -1.5619
H -4.2431 1.6988 -5.7659
H 1.9486 -0.6383 2.2683
H 1.2807 -1.7397 0.1384
H 1.6458 -0.2534 -0.7457
H 3.5239 -2.0247 0.8640
H 4.0124 -0.4370 0.2946
H 4.6917 -2.4102 -1.1558
H 3.9648 -1.0564 -1.9777
H 1.9400 -2.1646 -2.7868
N -6.2379 6.6803 -0.1663
C -6.8497 7.6979 0.4343
C -7.3348 8.8083 -0.2412
C -7.1741 8.8680 -1.6162
C -6.5368 7.8167 -2.2551
C -6.0911 6.7504 -1.4882
H -6.9571 7.6193 1.5106
H -7.8261 9.6045 0.3012
H -7.5386 9.7178 -2.1787
H -6.3863 7.8169 -3.3262
H -5.5964 5.9118 -1.9521
N 6.3641 -0.2266 1.1260
C 7.1726 0.8290 1.1136
C 8.4087 0.8541 1.7436
C 8.8244 -0.2799 2.4217
C 7.9906 -1.3871 2.4445
C 6.7752 -1.3079 1.7834
H 6.8112 1.6977 0.5743
H 9.0262 1.7405 1.6989
H 9.7830 -0.3004 2.9254
H 8.2752 -2.2941 2.9602
H 6.0962 -2.1543 1.7783
N 10.2715 -3.1235 -0.6404
C 10.6741 -2.7153 0.5612
C 11.5010 -3.4624 1.3874
C 11.9334 -4.7021 0.9440
C 11.5220 -5.1392 -0.3045
C 10.6950 -4.3151 -1.0542
H 10.3092 -1.7448 0.8712
H 11.7972 -3.0792 2.3549
H 12.5793 -5.3152 1.5590
H 11.8333 -6.0989 -0.6935
H 10.3544 -4.6251 -2.0360
N -1.1754 -3.5181 4.3422
C -1.2662 -4.4136 5.3236
C -2.2312 -4.3681 6.3174
C -3.1545 -3.3345 6.2926
C -3.0720 -2.3953 5.2779
C -2.0695 -2.5278 4.3266
H -0.5280 -5.2083 5.3116
H -2.2565 -5.1256 7.0888
H -3.9239 -3.2640 7.0507
H -3.7703 -1.5719 5.2167
H -1.9744 -1.8164 3.5135

Output
Gap between HOMO and LUMO = 9.610 eV
Charge = 0
SMILES = COC[C@H](OCCCN)[C@H](CCOCC(F)(F)C(F)(F)C(F)(F)C(F)F)O[C@H](Cl)CCCS.c1ccncc1.c1ccncc1.c1ccncc1.c1ccncc1
Spin multiplicity = 1


(2)
Below is a molecular structure, C23H41IP2Ti, with properties calculated with wB97M-V/def2-TZVPD.

Cartesian coordinates (Å):
Ti 1.2453 -1.2107 -0.4698
C 3.3772 -0.5816 0.0225
C 2.6747 -0.8986 1.2504
C 2.8390 -2.8516 -0.0223
C 3.4756 -1.7914 -0.7570
C 2.3344 -2.3058 1.2100
C 4.0356 0.7026 -0.3320
H 3.6019 1.5434 0.2201
H 3.9569 0.9080 -1.4057
H 5.1082 0.6697 -0.0865
C 4.2477 -1.9594 -2.0124
H 4.4582 -0.9832 -2.4638
H 3.7028 -2.5716 -2.7419
H 5.2142 -2.4519 -1.8200
C 2.8740 -4.2913 -0.3770
H 3.8462 -4.7374 -0.1165
H 2.7146 -4.4421 -1.4482
H 2.1014 -4.8439 0.1750
C 1.7227 -3.0936 2.3118
H 2.4970 -3.5601 2.9392
H 1.0973 -3.9010 1.9164
H 1.1119 -2.4594 2.9646
C 2.5479 -0.0237 2.4464
H 3.3337 -0.2742 3.1782
H 1.5813 -0.1672 2.9467
H 2.6678 1.0308 2.1867
C -2.6338 2.2792 -1.6043
C -1.8547 3.1126 -0.8800
C -2.3047 3.8264 0.3593
C -3.2831 3.0256 1.2603
C -3.0187 1.5574 1.3569
C -3.6339 0.5966 0.6306
C -4.4990 0.8567 -0.5676
C -4.1051 2.0983 -1.4035
H -2.7875 4.7740 0.0553
H -4.3208 3.2406 0.9575
H -1.4347 4.1302 0.9655
H -4.5659 2.9983 -0.9776
H -2.2496 1.8002 -2.5107
H -0.9275 3.4970 -1.3215
H -4.5561 1.9638 -2.4033
H -4.5111 -0.0338 -1.2245
H -3.6974 -0.4278 1.0147
H -5.5449 0.9728 -0.2193
H -3.1737 3.4437 2.2783
H -2.3973 1.2946 2.2129
P 0.5797 0.9554 -1.2046
C 0.4647 1.6019 -2.8653
C 0.9244 2.2248 0.0321
P -0.9590 -1.4420 0.4940
C -1.0153 0.1200 -0.6241
C -1.2446 -1.0210 2.2199
C -2.2371 -2.5746 -0.0634
H 0.3777 0.7690 -3.5769
H 1.4021 2.1361 -3.0829
H -0.3830 2.2847 -2.9796
H 0.0010 2.6998 0.3791
H 1.5820 2.9788 -0.4227
H 1.4355 1.7936 0.9009
H -3.1984 -2.0644 -0.1935
H -2.3345 -3.3727 0.6855
H -1.9278 -3.0309 -1.0123
H -1.6953 -0.0621 -1.4656
H -1.4408 0.8981 0.0008
H -1.0488 -1.9225 2.8201
H -2.2725 -0.6978 2.4056
H -0.5520 -0.2393 2.5595
I 0.6741 -2.4958 -2.7008

Output
Gap between HOMO and LUMO = 6.912 eV
Energy relative to the best compared isomer or geometry (same formula, charge and spin) = 86.5 kJ/mol
Charge = +2
Spin multiplicity = 1


(3)
Below is C5H10N2O in the gas phase, with properties calculated with wB97M-V/def2-TZVPD.

Cartesian coordinates (Å):
C -1.3041 0.1382 -0.6784
C 1.4749 -1.9234 0.6854
C -0.2551 0.1513 1.6833
C -0.7477 1.5509 -1.0723
C -0.2149 -0.3167 0.2464
N -0.0385 1.5962 -2.2353
N 0.6638 -1.1493 -0.2383
O -1.0231 2.5678 -0.4491
H 0.3215 2.4988 -2.5161
H 0.4559 0.7709 -2.5535
H -1.3691 -0.4978 -1.5662
H -2.2618 0.2420 -0.1618
H 0.8775 -2.4303 1.4519
H 2.2340 -1.2879 1.1535
H 2.0004 -2.7081 0.1304
H -1.0518 0.8854 1.8288
H 0.7022 0.6065 1.9482
H -0.4640 -0.6943 2.3432

Output
Gap between HOMO and LUMO = 10.099 eV
Energy relative to the best compared isomer or geometry (same formula, charge and spin) = 52.6 kJ/mol
Charge = 0
SMILES = C/N=C(\C)CC(N)=O
Spin multiplicity = 1


(4)
Below is C5H2BrF4N in the gas phase, with properties calculated with wB97M-V/def2-TZVPD.

Cartesian coordinates (Å):
C 1.1116 -0.4977 -3.1835
C 2.1416 -0.7410 -2.4000
C 1.4201 -0.0803 -0.2036
C -0.0563 0.1746 -0.0026
C -0.8869 0.2493 -1.2364
N 2.2084 -0.3135 -1.1220
F 0.9814 -0.8624 -4.4405
F 3.4084 -1.1105 -2.8230
F 1.9480 0.2686 0.9793
F -1.7100 -0.7407 -1.6378
Br -1.4080 1.9608 -1.9636
H -0.6162 -0.4649 0.6838
H -0.1802 1.1846 0.4220

Output
Gap between HOMO and LUMO (spin up / spin down) = 7.376 / 9.183 eV
Charge = 0
Spin multiplicity = 1


(5)
Below is a molecular structure, C4H6BF3O2, with properties calculated with wB97M-V/def2-TZVPD.

Cartesian coordinates (Å):
B -0.9432 -0.1427 0.9504
C -0.0728 1.1053 -1.4497
C 0.3253 -0.1399 0.0322
C 0.9486 1.1602 -0.3258
C 1.1128 -1.4331 -0.2918
O -1.9289 0.6761 0.5318
O -1.0595 -1.0815 1.9141
F 0.0630 0.5824 -2.6410
F 2.2728 1.1703 -0.6858
F 0.7137 2.2004 0.5792
H -1.0060 1.4956 -1.1280
H 0.9047 -1.8817 -1.3066
H 0.9321 -2.2155 0.6003
H 2.1100 -1.2351 -0.4273
H -2.5964 0.8102 1.1862
H -1.7761 -1.0712 2.4616

Output
Gap between HOMO and LUMO (spin up / spin down) = 5.599 / 9.594 eV
Energy relative to the best compared isomer or geometry (same formula, charge and spin) = 0.0 kJ/mol
Charge = 0
Spin multiplicity = 3


(6)
Below is 11 unconnected molecules or ions with the total composition C55H49F48N5O6, with properties calculated with wB97M-V/def2-TZVPD.

Cartesian coordinates (Å):
N -1.4423 0.3072 -0.5338
C -1.7507 0.1164 0.7734
C -0.7472 -0.1633 1.6929
C 0.5494 -0.2901 1.2550
C 0.8758 -0.0671 -0.1003
C -0.1616 0.3322 -0.9106
H -2.8051 0.1710 1.0004
H -1.0658 -0.1736 2.7248
H 1.3304 -0.5928 1.9367
H 1.8829 -0.1046 -0.4886
H -0.1156 0.4765 -1.9799
N -2.6152 2.4099 -5.7933
C -3.5531 2.2928 -4.8282
C -3.5804 1.2731 -3.9002
C -2.6391 0.2246 -4.0738
C -1.7999 0.2775 -5.1303
C -1.7768 1.3878 -5.9713
H -4.2867 3.0854 -4.8254
H -4.3626 1.2636 -3.1556
H -2.5364 -0.5792 -3.3598
H -1.1212 -0.5032 -5.4408
H -1.0605 1.4263 -6.7787
N -5.6083 2.9066 -0.9272
C -4.7986 2.2848 -0.0082
C -5.0524 2.4182 1.3563
C -6.1651 3.1996 1.8262
C -6.9922 3.7390 0.8243
C -6.6650 3.5860 -0.5188
H -3.9468 1.7640 -0.4200
H -4.4041 1.9539 2.0847
H -6.4212 3.2863 2.8718
H -7.9620 4.1358 1.0860
H -7.3343 3.9800 -1.2692
N 6.2367 -2.2369 -2.4116
C 5.9677 -1.4864 -1.3639
C 4.8470 -1.5355 -0.6222
C 3.8794 -2.5268 -0.9653
C 4.1006 -3.2609 -2.1604
C 5.2783 -3.1124 -2.8361
H 6.6321 -0.6840 -1.0790
H 4.7548 -0.8828 0.2333
H 2.9433 -2.6532 -0.4416
H 3.3049 -3.8488 -2.5935
H 5.5654 -3.6624 -3.7202
N -4.8692 -1.4399 -0.1290
C -5.6050 -0.8500 -1.1051
C -5.5286 -1.3069 -2.4498
C -4.6348 -2.3089 -2.7538
C -3.9693 -2.9733 -1.7157
C -4.0900 -2.5134 -0.4593
H -6.2358 -0.0377 -0.7757
H -6.1712 -0.8342 -3.1778
H -4.5122 -2.6166 -3.7818
H -3.3327 -3.8306 -1.8773
H -3.4825 -2.9209 0.3353
C 2.3701 2.1190 -3.7356
C 2.5047 0.6350 -3.9828
C 3.6554 0.2756 -4.9314
F 3.7769 -1.1007 -5.0563
F 3.6369 0.6988 -6.1764
F 2.9048 0.2213 -2.7584
F 1.3686 0.0479 -4.2939
O 1.2618 2.2816 -2.8994
C 0.5363 3.4644 -3.2128
C -0.8177 3.6215 -2.4507
F -0.4657 3.5428 -1.1743
F -1.4812 4.7331 -2.6895
F 1.4327 4.4973 -2.9038
F 0.0951 3.4908 -4.4641
H 2.3138 2.5811 -4.7212
H 3.2299 2.5418 -3.2160
H 4.6226 0.4279 -4.4524
H -1.4730 2.7565 -2.5531
C 0.3845 -5.7143 2.1992
C -0.3267 -6.7116 3.1103
C 0.6161 -7.8465 3.6918
F 0.0270 -8.8909 4.3286
F 1.5927 -8.3381 2.8568
F -0.9796 -6.0580 4.0791
F -1.3077 -7.2842 2.4489
O 1.3902 -5.0211 2.9201
C 2.1530 -4.1125 2.1949
C 2.9737 -3.3316 3.2537
F 3.7555 -2.4024 2.6927
F 2.1669 -2.7721 4.1389
F 3.0240 -4.7995 1.4410
F 1.3403 -3.3187 1.4848
H -0.3915 -4.9838 1.9705
H 0.8677 -6.1718 1.3359
H 1.2557 -7.3475 4.4197
H 3.6426 -4.0180 3.7728
C 8.1635 3.5077 0.3003
C 9.0890 4.6210 -0.2080
C 10.3486 4.6424 0.6953
F 11.1552 3.6003 0.6041
F 11.0236 5.8331 0.6851
F 9.4316 4.4337 -1.4517
F 8.3864 5.7948 -0.1490
O 6.9343 3.3528 -0.4181
C 5.8862 2.5691 0.1326
C 4.6523 2.4866 -0.8663
F 3.7306 1.8579 -0.1928
F 4.1902 3.6705 -1.2488
F 6.3456 1.3674 0.3514
F 5.5639 3.1725 1.2745
H 7.8861 3.7399 1.3285
H 8.7172 2.5687 0.2951
H 10.0034 4.5591 1.7258
H 4.9295 1.8662 -1.7186
C -3.3962 -0.9277 7.5592
C -3.4696 -1.5774 9.0262
C -2.4397 -0.9957 9.9103
F -2.6922 -1.3140 11.2260
F -1.2080 -1.2987 9.4824
F -4.6365 -1.2855 9.6026
F -3.3007 -2.8611 9.0549
O -2.0615 -1.1153 6.9434
C -1.6274 -0.0881 6.1149
C -0.4187 -0.6600 5.3791
F -0.7801 -1.7508 4.7512
F 0.1779 0.2832 4.5997
F -2.6097 0.2395 5.2386
F -1.2361 0.9072 6.9058
H -3.6638 0.1253 7.6468
H -4.1896 -1.3409 6.9365
H -2.6143 0.0775 9.8339
H 0.3669 -0.8838 6.1007
C -2.8328 5.1635 0.9976
C -3.1338 6.6158 0.7555
C -2.4198 7.2586 -0.4550
F -2.7700 6.6136 -1.6022
F -2.7560 8.5247 -0.6671
F -4.4412 6.7609 0.5654
F -2.9632 7.2683 1.8870
O -1.4753 4.8171 1.0475
C -1.1037 3.8520 2.0825
C 0.3694 3.3789 1.8240
F 1.2990 4.3373 1.6279
F 0.8385 2.5880 2.7980
F -1.2025 4.5490 3.2481
F -1.9296 2.8439 2.1478
H -3.3250 4.6185 0.1921
H -3.3733 4.8252 1.8817
H -1.3386 7.1358 -0.3917
H 0.4786 2.6522 1.0190
C -0.5628 -5.2665 -2.9427
C 0.0133 -4.2907 -1.9307
C 0.2943 -2.9214 -2.6025
F 1.2532 -3.0299 -3.5296
F -0.7686 -2.3765 -3.1866
F -0.8145 -4.2127 -0.8363
F 1.1112 -4.9166 -1.4495
O -1.7475 -4.8263 -3.5902
C -1.8444 -5.0001 -5.0086
C -3.1548 -4.4089 -5.5362
F -3.2677 -4.6794 -6.8845
F -4.2349 -4.7919 -4.8335
F -0.7434 -4.5502 -5.5833
F -1.8178 -6.3492 -5.1561
H -0.8237 -6.1416 -2.3476
H 0.1689 -5.6249 -3.6669
H 0.7655 -2.2428 -1.8914
H -2.9885 -3.3656 -5.2680

Output
Gap between HOMO and LUMO = 9.966 eV
Charge = 0
SMILES = FC(F)C(F)(F)COC(F)(F)C(F)F.FC(F)C(F)(F)COC(F)(F)C(F)F.FC(F)C(F)(F)COC(F)(F)C(F)F.FC(F)C(F)(F)COC(F)(F)C(F)F.FC(F)C(F)(F)COC(F)(F)C(F)F.FC(F)C(F)(F)COC(F)(F)C(F)F.c1ccncc1.c1ccncc1.c1ccncc1.c1ccncc1.c1ccncc1
Spin multiplicity = 1


no.,M (g mol⁻¹)
1,860.35
2,554.30
3,114.15
4,231.97
5,153.90
6,1787.93